Entry 1:
{"formula": "C23H22GeMnNO4S2", "method": "ωB97M-V/def2-TZVPD", "elements": ["Mn", "O", "C", "O", "C", "C", "C", "C", "C", "N", "C", "O", "O", "H", "H", "H", "H", "H", "C", "C", "S", "C", "C", "S", "H", "H", "H", "H", "H", "H", "Ge", "C", "C", "C", "C", "C", "C", "C", "C", "C", "C", "C", "C", "H", "H", "H", "H", "H", "H", "H", "H", "H", "H", "H"], "positions_angstrom": [[0.96439, -1.21193, 1.02100], [2.30020, -2.10828, 4.76555], [1.64670, -1.89914, 3.64301], [2.22622, -1.81344, 2.53888], [0.19659, -1.79916, 3.67265], [-0.64358, -2.03380, 4.76390], [-2.02271, -1.99455, 4.54707], [-2.51686, -1.78588, 3.27917], [-1.61564, -1.55321, 2.20154], [-0.26335, -1.51493, 2.43905], [-1.92812, -1.39409, 0.84962], [-3.13443, -1.56479, 0.28322], [-0.95815, -1.07620, -0.00423], [3.25690, -2.20243, 4.61340], [-0.21612, -2.23895, 5.73013], [-2.70310, -2.14065, 5.37188], [-3.58077, -1.76597, 3.10438], [-3.80798, -1.86416, 0.90888], [4.18130, 2.00285, 0.51190], [3.22633, 0.87377, 0.31799], [1.67552, 1.05200, 1.06725], [3.53699, -0.21977, -0.44722], [4.86068, -0.35849, -1.12498], [2.39720, -1.50553, -0.67145], [3.89482, 2.59185, 1.37840], [4.17380, 2.65986, -0.35762], [5.19351, 1.62905, 0.64114], [5.63034, -0.58531, -0.38529], [5.14125, 0.56691, -1.62699], [4.83313, -1.17144, -1.84435], [-1.62191, -0.48662, -1.80792], [-3.07286, 0.76929, -1.33064], [-2.85667, 1.81418, -0.44150], [-3.90921, 2.63319, -0.06955], [-5.17719, 2.41451, -0.58416], [-5.39239, 1.37863, -1.47999], [-4.34338, 0.55704, -1.85117], [0.06175, 0.13899, -2.61486], [0.66877, 1.31261, -2.18173], [1.79287, 1.79087, -2.83167], [2.30038, 1.11632, -3.93157], [1.69765, -0.05368, -4.36672], [0.58362, -0.54226, -3.70909], [-2.07828, -1.84735, -2.33052], [-1.86774, 1.97918, -0.03030], [-3.73542, 3.43578, 0.63099], [-5.99663, 3.05113, -0.28442], [-6.37857, 1.20258, -1.88438], [-4.50320, -0.25581, -2.54787], [0.26531, 1.85120, -1.33303], [2.25575, 2.70634, -2.49350], [3.16271, 1.50522, -4.45304], [2.08539, -0.58544, -5.22218], [0.11416, -1.46008, -4.03905]], "atomic_forces_ev_per_a": [[2.2, 1.6, -2.5], [-0.6, 0.1, 0.0], [2.5, -0.1, -1.2], [-0.2, -0.6, 2.2], [-1.8, 0.0, 0.7], [1.4, 0.2, -0.8], [-0.6, 0.1, -0.6], [0.4, 0.0, 0.1], [0.2, -0.1, 0.5], [-2.1, -0.7, 2.1], [-0.2, 0.1, -0.9], [0.5, -0.1, 0.5], [-1.5, -0.2, 0.0], [-0.2, 0.1, -0.2], [0.0, -0.1, 0.1], [0.0, 0.0, 0.0], [-0.1, 0.0, 0.0], [0.1, 0.0, 0.0], [-0.1, 0.1, -0.1], [0.6, -1.6, -1.2], [-0.9, -0.6, 0.4], [-0.2, 1.8, 1.2], [0.1, -0.1, 0.1], [-0.4, -0.4, -0.2], [0.1, 0.1, 0.1], [0.1, 0.1, -0.1], [0.1, 0.1, 0.1], [0.1, 0.0, -0.1], [0.0, 0.0, -0.1], [0.1, 0.0, -0.1], [0.8, 0.6, 0.1], [0.8, -0.5, -0.3], [0.2, -0.1, 0.0], [0.0, 0.0, 0.1], [0.0, 0.0, 0.0], [-0.1, 0.0, 0.0], [0.2, -0.1, -0.1], [-1.0, -0.1, 0.3], [-0.2, 0.1, 0.1], [0.0, 0.1, 0.0], [0.0, -0.1, 0.0], [0.0, -0.1, -0.1], [-0.3, -0.2, 0.1], [-0.1, 0.1, -0.1], [0.0, 0.1, 0.1], [0.0, 0.1, 0.0], [-0.1, 0.0, 0.0], [-0.1, 0.0, 0.0], [-0.1, 0.0, 0.0], [0.1, 0.0, -0.1], [0.1, 0.1, 0.0], [0.1, 0.0, 0.0], [0.1, 0.0, -0.1], [0.0, -0.1, -0.1]], "e_above_lowest_kj_mol": 48.1, "spin_multiplicity": 6, "e_homo_ev": [-9.310, -9.617], "max_force_ha_per_bohr": 0.0719, "charge": 1, "s2": 9.11, "e_lumo_ev": [-4.601, -4.505]}

---

Entry 2:
{"formula": "C2H8N", "method": "ωB97M-V/def2-TZVPD", "elements": ["C", "N", "C", "H", "H", "H", "H", "H", "H", "H", "H"], "positions_angstrom": [[0.25159, 0.37562, 1.10079], [0.56882, 0.10838, -0.29474], [-0.62750, -0.38846, -0.98301], [1.12045, 0.48336, 1.70493], [-0.45167, 1.25025, 1.44936], [-0.23502, -0.55231, 1.43099], [1.39366, -0.48839, -0.33523], [0.89501, 1.01146, -0.78815], [-0.83319, -1.44512, -0.54444], [-0.50400, -0.40134, -2.03521], [-1.57815, 0.04654, -0.70528]], "atomic_forces_ev_per_a": [[-1.9, 0.3, 2.8], [0.3, 3.8, -1.3], [-1.1, -3.6, 1.1], [1.0, 0.1, 0.2], [1.2, -1.5, -1.8], [0.1, 0.3, 0.2], [-0.3, -0.5, -0.2], [-0.6, -1.5, 0.9], [0.8, 1.4, -1.2], [0.2, -0.1, -0.9], [0.4, 1.2, 0.2]], "smiles": "C[NH2+]C", "e_above_lowest_kj_mol": 88.6, "spin_multiplicity": 1, "e_homo_ev": -18.426, "max_force_ha_per_bohr": 0.0778, "charge": 1, "e_lumo_ev": -3.834}

---

Entry 3:
{"formula": "C16H45N14O26", "method": "ωB97M-V/def2-TZVPD", "elements": ["N", "N", "C", "C", "C", "C", "O", "O", "H", "H", "H", "H", "H", "H", "H", "H", "H", "C", "N", "O", "O", "H", "H", "H", "C", "N", "O", "O", "H", "H", "H", "C", "N", "O", "O", "H", "H", "H", "C", "N", "O", "O", "H", "H", "H", "C", "N", "O", "O", "H", "H", "H", "C", "N", "O", "O", "H", "H", "H", "C", "N", "O", "O", "H", "H", "H", "C", "N", "O", "O", "H", "H", "H", "C", "N", "O", "O", "H", "H", "H", "C", "N", "O", "O", "H", "H", "H", "C", "N", "O", "O", "H", "H", "H", "C", "N", "O", "O", "H", "H", "H"], "positions_angstrom": [[-1.03997, 2.75163, 4.02652], [-1.01476, 1.39334, 4.26115], [-0.56133, 0.58443, 3.07472], [-0.55305, 1.36319, 1.63565], [0.91339, 2.03598, 1.27618], [0.67696, 3.38176, 0.33764], [1.18668, 4.55365, 0.79336], [-0.10151, 3.33339, -0.92332], [-1.83673, 3.06258, 3.43215], [-0.12331, 3.14735, 3.73154], [0.51496, 0.09055, 3.20000], [-1.34267, -0.31107, 2.96026], [-0.72809, 0.52480, 0.80378], [-1.45908, 2.11906, 1.49210], [1.45633, 2.28517, 2.30823], [1.57168, 1.26801, 0.65836], [-0.53324, 2.42560, -0.98200], [-3.01449, -1.75028, -1.11181], [-1.84832, -0.98633, -0.59189], [-1.27280, -1.44025, 0.40397], [-1.54381, 0.04748, -1.19810], [-3.16729, -2.63149, -0.48513], [-3.88467, -1.09199, -1.07033], [-2.78569, -2.04228, -2.13875], [-1.05555, 2.43376, -3.62277], [-2.25290, 1.97412, -4.37707], [-3.32554, 2.53993, -4.13563], [-2.08210, 1.05823, -5.19006], [-1.35140, 3.23909, -2.94712], [-0.67249, 1.57975, -3.06042], [-0.32427, 2.79034, -4.35099], [-2.08828, -2.09171, -5.95923], [-2.59301, -3.25835, -5.18587], [-2.63713, -3.14537, -3.95530], [-2.93045, -4.25455, -5.83603], [-1.82954, -1.29142, -5.26269], [-1.20687, -2.42032, -6.51369], [-2.88598, -1.77334, -6.63342], [0.52154, -3.79305, 2.40766], [1.77924, -3.01567, 2.57427], [2.84193, -3.64759, 2.55523], [1.66405, -1.79314, 2.71962], [0.77215, -4.84949, 2.29056], [-0.08330, -3.63717, 3.30329], [0.01642, -3.41537, 1.51634], [-0.66379, -5.90168, -3.79178], [-0.03052, -5.47319, -2.51536], [-0.57156, -4.54880, -1.89748], [0.99187, -6.07683, -2.16993], [-1.54913, -5.28778, -3.97037], [0.07039, -5.76036, -4.58759], [-0.93838, -6.95322, -3.68659], [-4.74992, 4.82775, -0.93485], [-4.01676, 3.56260, -0.65959], [-4.18053, 3.04363, 0.45075], [-3.29749, 3.12642, -1.56588], [-5.34010, 5.09259, -0.05499], [-4.00723, 5.59940, -1.14759], [-5.39832, 4.65217, -1.79565], [4.07787, 1.09564, 4.85351], [3.10582, 2.17765, 5.16698], [2.14758, 2.31784, 4.39813], [3.33237, 2.85571, 6.17588], [3.75546, 0.58364, 3.94439], [5.05438, 1.56199, 4.70779], [4.08884, 0.40699, 5.70078], [3.22584, -4.34698, -5.70872], [2.02849, -4.80662, -6.46302], [0.95584, -4.24081, -6.22158], [2.19929, -5.72251, -7.27601], [2.92999, -3.54165, -5.03307], [3.60890, -5.20099, -5.14637], [3.95712, -3.99041, -6.43695], [4.56243, -2.22802, 8.85186], [4.77284, -1.63526, 7.50344], [5.90455, -1.21120, 7.24191], [3.79590, -1.61231, 6.74577], [5.50101, -2.18215, 9.40825], [3.78853, -1.64233, 9.35219], [4.24787, -3.26407, 8.71087], [4.33400, 5.92448, 6.94191], [4.96727, 6.35297, 8.21833], [4.42623, 7.27736, 8.83621], [5.98966, 5.74933, 8.56376], [3.44866, 6.53838, 6.76332], [5.06818, 6.06580, 6.14610], [4.05941, 4.87294, 7.04710], [-3.20270, -6.05402, -8.32745], [-3.41462, -6.04372, -9.80016], [-4.35071, -6.72010, -10.24202], [-2.63514, -5.35706, -10.47091], [-3.95653, -6.69585, -7.86659], [-2.19941, -6.44282, -8.14161], [-3.30248, -5.02608, -7.97305], [-1.12627, 6.75830, 1.81499], [-2.58685, 6.63820, 1.55772], [-2.95531, 6.63565, 0.37737], [-3.32210, 6.55006, 2.54798], [-0.60364, 6.82729, 0.85859], [-0.96912, 7.66263, 2.40643], [-0.81366, 5.86647, 2.36191]], "atomic_forces_ev_per_a": [[0.1, 1.4, 0.0], [0.6, -2.1, -0.9], [-0.4, 0.1, -0.2], [-0.2, -1.2, -1.6], [-0.8, 0.1, -0.3], [2.3, 4.4, 2.7], [-3.5, -6.8, -3.7], [1.5, -1.1, 3.3], [0.8, 0.0, 0.1], [-0.9, 0.0, -0.1], [-2.0, 1.0, -0.3], [1.6, 1.3, 0.0], [0.5, 2.2, 2.1], [2.1, -1.4, 0.6], [-1.1, -0.1, -2.7], [-1.4, 1.6, 1.2], [0.7, 1.3, 0.6], [-0.2, -0.1, 0.1], [0.6, -0.1, 0.7], [-0.7, 0.6, -1.7], [-0.2, -1.2, 0.4], [0.2, 0.3, -0.1], [0.2, 0.0, -0.1], [-0.1, 0.2, 0.3], [0.0, 0.4, 0.2], [-1.2, 0.3, 0.0], [1.7, -1.3, -1.0], [-0.4, 0.8, 0.7], [0.0, -0.3, -0.3], [-0.1, 0.1, -0.2], [-0.1, -0.2, 0.1], [0.2, 0.4, 0.1], [-0.2, -0.2, 0.5], [-0.1, -0.7, -1.9], [0.4, 1.1, 1.2], [-0.2, -0.2, -0.1], [-0.2, -0.1, 0.0], [0.2, -0.1, 0.1], [-0.1, -0.3, -0.1], [0.7, 1.0, 0.2], [-1.0, 0.8, 0.0], [0.5, -2.3, -0.3], [0.1, 0.3, 0.0], [0.1, 0.2, -0.2], [0.0, 0.1, 0.3], [-0.3, 0.1, -0.2], [0.3, 0.5, 0.9], [1.0, -1.4, -0.7], [-1.3, 0.9, -0.3], [0.3, -0.2, 0.2], [-0.1, -0.1, 0.2], [0.2, 0.2, 0.0], [-0.3, 0.2, -0.1], [0.4, -0.8, 0.6], [0.4, 0.5, -1.8], [-0.9, 0.5, 1.5], [0.3, -0.1, -0.2], [-0.3, -0.3, 0.0], [0.2, -0.1, 0.1], [0.0, -0.2, -0.1], [-1.1, 0.3, -0.8], [1.5, 0.0, 1.6], [-0.3, -0.4, -0.8], [-0.1, 0.2, 0.3], [-0.1, 0.0, 0.2], [0.1, 0.2, -0.2], [0.1, 0.3, 0.3], [-0.6, -0.5, -0.7], [1.1, -0.9, -0.5], [-0.5, 1.4, 1.3], [0.0, -0.2, -0.2], [0.0, 0.1, -0.2], [-0.1, -0.2, 0.1], [0.1, -0.1, 0.3], [0.1, 0.4, -1.0], [-1.6, -0.5, 0.1], [1.6, 0.0, 1.1], [-0.2, 0.1, -0.3], [0.0, -0.2, -0.2], [-0.1, 0.3, 0.0], [-0.3, 0.0, -0.1], [0.3, 0.3, 0.7], [1.0, -1.3, -0.6], [-1.4, 1.0, -0.3], [0.3, -0.1, 0.2], [-0.1, -0.2, 0.2], [0.1, 0.1, -0.1], [-0.2, -0.1, 0.2], [-0.2, -0.1, -1.0], [1.3, 1.0, 0.3], [-1.2, -1.0, 0.8], [0.2, 0.2, -0.2], [-0.1, 0.2, -0.1], [0.2, -0.3, -0.1], [0.3, 0.0, -0.2], [-0.8, -0.1, 0.5], [0.2, 0.2, 1.6], [0.9, 0.2, -1.9], [-0.2, -0.1, 0.2], [-0.1, -0.2, 0.0], [-0.1, 0.1, 0.0]], "spin_multiplicity": 1, "e_homo_ev": -1.307, "max_force_ha_per_bohr": 0.1651, "charge": -1, "e_lumo_ev": 0.500}

---

Entry 4:
{"formula": "C2H4N2O", "method": "ωB97M-V/def2-TZVPD", "elements": ["H", "N", "C", "N", "C", "O", "H", "H", "H"], "positions_angstrom": [[-0.87616, 1.78864, 0.02617], [0.13019, 1.60053, -0.01994], [0.21863, 0.30655, 0.08967], [1.34472, -0.43475, -0.08261], [-1.06460, -0.46776, 0.02786], [-2.15956, 0.06092, -0.08383], [2.19154, 0.08546, -0.09873], [1.30775, -1.40103, -0.01195], [-1.09251, -1.53855, 0.15337]], "atomic_forces_ev_per_a": [[0.2, 0.3, 0.0], [0.5, -1.9, 0.7], [-0.9, 1.9, -1.7], [-0.6, 2.1, 0.3], [-2.3, 0.6, 0.6], [1.5, -0.2, 0.0], [0.7, -0.1, 0.0], [0.2, -1.7, 0.2], [0.6, -0.9, -0.1]], "smiles": "[H]/N=C(/N)C=O", "e_above_lowest_kj_mol": 73.3, "spin_multiplicity": 1, "e_homo_ev": -9.703, "max_force_ha_per_bohr": 0.0528, "charge": 0, "e_lumo_ev": -0.095}

---

Entry 5:
{"formula": "C4H5NOS", "method": "ωB97M-V/def2-TZVPD", "elements": ["C", "C", "N", "S", "C", "C", "O", "H", "H", "H", "H", "H"], "positions_angstrom": [[-1.77360, -1.61150, 0.02878], [-0.47740, -1.48766, 0.04857], [0.73450, -1.52806, 0.14948], [2.06818, -0.55312, 0.00624], [1.53159, 1.02838, -0.59354], [0.48369, 1.68869, -0.09674], [-0.22291, 1.36226, 0.99784], [-2.32389, -1.44639, 0.94338], [-2.29514, -1.98886, -0.83081], [2.01431, 1.37472, -1.49144], [0.09521, 2.58356, -0.57231], [0.16546, 0.57798, 1.41055]], "atomic_forces_ev_per_a": [[-0.3, -0.1, 0.2], [0.8, 0.0, -0.1], [-0.5, -0.4, 0.1], [0.1, 0.7, 0.0], [-0.3, -0.5, -0.1], [0.1, 0.1, 0.0], [0.0, 0.0, 0.1], [-0.1, 0.1, 0.0], [0.0, 0.1, -0.3], [0.0, 0.1, -0.1], [0.1, 0.0, 0.1], [0.0, 0.0, 0.0]], "smiles": "C=C=NS/C=C\\O", "e_above_lowest_kj_mol": 258.6, "spin_multiplicity": 1, "e_homo_ev": -8.655, "max_force_ha_per_bohr": 0.0163, "charge": 0, "e_lumo_ev": 0.782}